Formula: C10H21FO2P
Source: the Open Molecules 2025 dataset
Level of theory: wB97M-V/def2-TZVPD

Bonds (Å) are listed after each position.
Cartesian coordinates (Å):
1 H 2.58897 -3.28934 0.16762  C15 1.170
2 C 0.17358 3.43532 1.28756  H16 1.176, H25 1.194, H30 1.173, C34 1.641
3 H -0.53959 0.73665 1.15790  P20 1.440
4 O 0.43579 -3.22926 0.15499  C15 1.481, C31 1.486
5 C 1.91208 -2.46834 -1.87294  H10 1.171, H12 1.175, C15 1.668, H32 1.192
6 F 2.61860 -4.81139 0.03918  no bonds
7 H -1.87123 4.36727 0.88554  C34 1.193
8 C -0.63348 0.46611 -1.71735  P20 1.948, C24 1.649, H33 1.194, H35 1.193
9 H -2.20373 -2.47653 1.55382  C18 1.192
10 H 0.93883 -2.72497 -2.47055  C5 1.171
11 H 2.56607 3.16948 -2.29871  C14 1.186
12 H 2.21281 -1.36011 -2.12268  C5 1.175
13 H 0.96949 -2.38187 2.13362  C31 1.193
14 C 1.75837 2.33422 -2.06099  H11 1.186, C24 1.424
15 C 1.72450 -2.60298 -0.22089  H1 1.170, O4 1.481, C5 1.668, H29 1.174
16 H 0.76227 3.50666 0.27243  C2 1.176
17 H -1.98267 2.96491 2.14978  C34 1.192
18 C -1.22808 -1.80085 1.44593  H9 1.192, O21 1.471, H23 1.170, C31 1.672
19 H -3.10540 2.38701 -0.16582  C27 1.194
20 P -1.43318 0.47790 0.05842  H3 1.440, C8 1.948, O21 1.741, C27 1.926, H28 1.468
21 O -1.17801 -1.24412 0.08574  C18 1.471, P20 1.741
22 H -1.56649 2.80014 -1.17196  C27 1.178
23 H -1.12947 -1.01837 2.31019  C18 1.170
24 C 0.74269 1.36964 -1.80446  C8 1.649, C14 1.424
25 H 0.53278 2.50449 1.94279  C2 1.194
26 H -0.27595 -3.88969 2.07155  C31 1.194
27 C -1.91279 2.33129 -0.14857  H19 1.194, P20 1.926, H22 1.178, C34 1.654
28 H -2.85905 0.20979 0.28389  P20 1.468
29 H 1.87181 -1.51686 0.19863  C15 1.174
30 H 0.40699 4.39491 1.92059  C2 1.173
31 C 0.05358 -2.87036 1.54494  O4 1.486, H13 1.193, C18 1.672, H26 1.194
32 H 2.83595 -3.15321 -2.18804  C5 1.192
33 H -0.30264 -0.64721 -1.99419  C8 1.194
34 C -1.45197 3.27659 1.12856  C2 1.641, H7 1.193, H17 1.192, C27 1.654
35 H -1.43145 0.75310 -2.55651  C8 1.193

Values from the calculation:
2S+1: 1
Total charge: -1


Formula: C11H17N4
Source: the Open Molecules 2025 dataset
Level of theory: wB97M-V/def2-TZVPD

Bonds (Å) are listed after each position.
Cartesian coordinates (Å):
1 H 4.46896 1.50307 -2.97811  C26 1.082
2 C 0.61743 -2.57499 -0.22998  H8 1.152, C10 1.383, N27 1.266
3 H -2.66136 2.13562 0.96395  C28 1.087
4 C 0.53844 1.56851 -0.47549  H7 1.080, H15 1.074, H23 1.073, C25 1.494
5 H 1.86707 0.85894 -2.69086  C30 1.198
6 N 1.20789 -0.69031 -1.19340  C25 1.369, N27 1.274, C30 1.430
7 H 1.54789 1.86446 -0.22899  C4 1.080
8 H 0.79748 -3.71263 -0.26546  C2 1.152
9 N -2.07238 -0.29734 2.09379  C20 1.438, C22 1.257
10 C -0.44367 -2.05036 0.48454  C2 1.383, N12 1.297, C24 1.515
11 H -3.68960 -0.64193 3.22170  C20 1.087
12 N -1.25097 -2.69855 1.26612  C10 1.297, H19 1.079, H32 1.068
13 H -3.94391 0.73137 2.22054  C20 1.082
14 H -2.74417 0.96122 3.49451  C20 1.085
15 H 0.20489 1.89000 -1.44404  C4 1.074
16 H 2.55841 -0.89994 -2.71678  C30 1.086
17 H -3.34567 0.90989 -0.02575  C28 1.012
18 H 4.94853 1.85197 -1.30781  C26 1.116
19 H -2.00528 -1.98578 1.56268  N12 1.079
20 C -3.19142 0.23765 2.82090  N9 1.438, H11 1.087, H13 1.082, H14 1.085
21 C 3.31324 0.49085 -1.37214  C26 1.342, H29 1.063, C30 1.459
22 C -1.64211 0.15654 1.00318  N9 1.257, C24 1.464, C28 1.580
23 H -0.19551 2.00494 0.17420  C4 1.073
24 C -0.50232 -0.53910 0.40249  C10 1.515, C22 1.464, C25 1.369
25 C 0.33695 0.08817 -0.47905  C4 1.494, N6 1.369, C24 1.369
26 C 4.22481 1.29042 -1.94604  H1 1.082, H18 1.116, C21 1.342
27 N 1.40398 -1.93180 -0.98562  C2 1.266, N6 1.274
28 C -2.46929 1.30169 0.29451  H3 1.087, H17 1.012, C22 1.580, H31 1.030
29 H 3.26393 0.37019 -0.31693  C21 1.063
30 C 2.18210 -0.11432 -2.06801  H5 1.198, N6 1.430, H16 1.086, C21 1.459
31 H -1.98413 1.68447 -0.52949  C28 1.030
32 H -1.34024 -3.76294 1.25084  N12 1.068

Values from the calculation:
ΔE to the lowest compared entry with this formula, charge and spin, kcal per mole: 102.7
SMILES: C=CCn1ncc(=[NH2+])c(/C(C)=N/C)c1C
2S+1: 1
Total charge: +1


Formula: C9H14
Source: the Open Molecules 2025 dataset
Level of theory: wB97M-V/def2-TZVPD

Bonds (Å) are listed after each position.
Cartesian coordinates (Å):
1 C 1.82526 0.97189 1.19707  C3 1.380, C11 1.379, H13 1.085
2 H -0.96576 -2.15141 1.06146  C4 1.087
3 C 1.64792 0.41217 -0.05158  C1 1.380, C16 1.387, H21 1.086
4 C -1.01382 -2.57043 0.05964  H2 1.087, H5 1.095, C15 1.515, H19 1.089
5 H -1.45516 -1.82912 -0.61416  C4 1.095
6 H -0.88687 3.01425 1.22747  C9 1.085
7 H -1.62169 2.99529 -1.36745  C10 1.090
8 C -0.35858 1.68094 -0.28606  C9 1.378, C10 1.537, C16 1.410
9 C -0.10266 2.34210 0.89554  H6 1.085, C8 1.378, C11 1.400
10 C -1.64279 1.94185 -1.08865  H7 1.090, C8 1.537, H14 1.082, H18 1.091
11 C 1.00417 1.97415 1.67052  C1 1.379, C9 1.400, H23 1.082
12 H 1.06607 -2.30593 -0.00448  C15 1.085
13 H 2.72138 0.74331 1.76510  C1 1.085
14 H -1.70082 1.24913 -1.91806  C10 1.082
15 C 0.34378 -2.95067 -0.49521  C4 1.515, H12 1.085, H17 1.094, H20 1.084
16 C 0.49450 0.67204 -0.77715  C3 1.387, C8 1.410, H22 1.082
17 H 0.66341 -3.93466 -0.13890  C15 1.094
18 H -2.48909 1.81352 -0.41161  C10 1.091
19 H -1.78084 -3.33952 0.14107  C4 1.089
20 H 0.45358 -2.89962 -1.57210  C15 1.084
21 H 2.22573 -0.50051 -0.16195  C3 1.086
22 H 0.38434 0.21090 -1.74968  C16 1.082
23 H 1.18794 2.46032 2.61915  C11 1.082

Values from the calculation:
ΔE to the lowest compared entry with this formula, charge and spin, kcal per mole: 14.7
SMILES: Cc1ccccc1.CC
2S+1: 1
Total charge: 0


Formula: C3H7NO2
Source: the Open Molecules 2025 dataset
Level of theory: wB97M-V/def2-TZVPD

Bonds (Å) are listed after each position.
Cartesian coordinates (Å):
1 H 2.50680 0.94967 0.22922  C11 1.093
2 H -1.41222 -0.11642 1.61988  N9 1.009
3 C -2.10688 -0.03971 -0.45348  H5 1.097, N9 1.449, H10 1.091, H12 1.097
4 O 0.80297 0.04453 -0.53957  C11 1.433, C13 1.344
5 H -2.73201 -0.94139 -0.47838  C3 1.097
6 O 0.79191 -0.05520 1.71662  C13 1.219
7 H 2.56410 -0.81866 0.14742  C11 1.093
8 H 2.65501 0.14277 -1.37077  C11 1.088
9 N -1.16096 -0.06480 0.64395  H2 1.009, C3 1.449, C13 1.354
10 H -1.55467 0.01205 -1.39353  C3 1.091
11 C 2.22610 0.08161 -0.37237  H1 1.093, O4 1.433, H7 1.093, H8 1.088
12 H -2.77239 0.83155 -0.40493  C3 1.097
13 C 0.19226 -0.02600 0.65592  O4 1.344, O6 1.219, N9 1.354

Values from the calculation:
ΔE to the lowest compared entry with this formula, charge and spin, kcal per mole: 16.3
SMILES: CNC(=O)OC
2S+1: 1
Total charge: 0


Formula: C3H12O3
Source: the Open Molecules 2025 dataset
Level of theory: wB97M-V/def2-TZVPD

Bonds (Å) are listed after each position.
Cartesian coordinates (Å):
1 C 1.17152 2.39518 1.12050  H7 1.095, H11 1.092, O12 1.423, H16 1.091
2 H 1.17620 -3.58532 -0.63679  C14 1.092
3 H -1.68618 0.41627 0.74974  C10 1.098
4 H 1.71575 3.13631 -0.59918  O12 0.960
5 H -2.47261 0.20492 -0.82270  C10 1.086
6 H -0.63518 -1.85910 -0.98773  O15 0.966
7 H 1.52865 1.40030 0.83577  C1 1.095
8 O -0.42560 0.03695 -0.86726  C10 1.427, H13 0.961
9 H 0.27603 -2.84508 0.72320  C14 1.093
10 C -1.60586 0.62837 -0.32457  H3 1.098, H5 1.086, O8 1.427, H18 1.090
11 H 1.85513 2.82310 1.85599  C1 1.092
12 O 0.95018 3.20984 -0.02453  C1 1.423, H4 0.960
13 H 0.24246 0.71976 -0.96861  O8 0.961
14 C 0.18904 -3.42744 -0.19784  H2 1.092, H9 1.093, O15 1.419, H17 1.090
15 O -0.68537 -2.81277 -1.13065  H6 0.966, C14 1.419
16 H 0.21429 2.24056 1.62017  C1 1.091
17 H -0.23267 -4.39595 0.07198  C14 1.090
18 H -1.57578 1.71409 -0.41748  C10 1.090

Values from the calculation:
ΔE to the lowest compared entry with this formula, charge and spin, kcal per mole: 30.3
SMILES: CO.CO.CO
2S+1: 1
Total charge: 0


Formula: C5H6O2
Source: the Open Molecules 2025 dataset
Level of theory: wB97M-V/def2-TZVPD

Bonds (Å) are listed after each position.
Cartesian coordinates (Å):
1 O 0.76805 -1.03521 -1.03971  C4 1.307, C6 1.442
2 C -1.44595 -0.35006 1.08414  H7 1.086, H9 1.088, C12 1.331
3 H 2.30565 0.19448 -0.40219  C6 1.090
4 C 0.16489 -0.39531 -2.00600  O1 1.307, H10 1.118
5 O 0.95516 2.14524 0.30034  C11 1.211
6 C 1.34525 -0.17134 -0.03919  O1 1.442, H3 1.090, C11 1.529, H13 1.094
7 H -2.47121 -0.43703 1.43010  C2 1.086
8 H -1.55833 1.71995 0.66553  C12 1.087
9 H -0.85391 -1.26247 1.09783  C2 1.088
10 H -0.16794 -1.23492 -2.66486  C4 1.118
11 C 0.46628 1.03734 0.28304  O5 1.211, C6 1.529, C12 1.489
12 C -0.95367 0.81618 0.67139  C2 1.331, H8 1.087, C11 1.489
13 H 1.49752 -0.79549 0.84597  C6 1.094

Values from the calculation:
ΔE to the lowest compared entry with this formula, charge and spin, kcal per mole: 94.0
2S+1: 1
Total charge: 0


Formula: C5H16N3
Source: the Open Molecules 2025 dataset
Level of theory: wB97M-V/def2-TZVPD

Bonds (Å) are listed after each position.
Cartesian coordinates (Å):
1 H 1.22242 -0.20550 2.28048  N20 1.023
2 H -0.20527 0.11152 -2.08843  C13 1.093
3 H -1.53506 2.10031 -0.43539  C18 1.094
4 H -3.50016 0.16417 -0.65910  C21 1.093
5 N 3.08482 -0.85499 1.31231  H10 1.022, H16 1.015, C23 1.467
6 H -1.09016 -1.37961 -2.09477  C13 1.091
7 H 2.89478 -0.30266 -1.05233  N15 1.019
8 H 2.10649 1.11656 2.32532  N20 1.019
9 H -1.13192 1.43835 1.19052  C18 1.088
10 H 2.47140 -1.67073 1.36452  N5 1.022
11 C -1.38804 -0.08470 -0.35295  C13 1.527, H14 1.097, C18 1.533, C21 1.531
12 H -3.06069 -1.44443 -0.22439  C21 1.099
13 C -1.17893 -0.32112 -1.84678  H2 1.093, H6 1.091, C11 1.527, H22 1.090
14 H -0.75015 -0.76188 0.22881  C11 1.097
15 N 1.95626 -0.37038 -0.66049  H7 1.019, H17 1.024, C23 1.504
16 H 3.78621 -1.07888 0.61321  N5 1.015
17 H 1.49542 0.43998 -1.08494  N15 1.024
18 C -1.00038 1.32232 0.11712  H3 1.094, H9 1.088, C11 1.533, H19 1.086
19 H 0.07417 1.41413 -0.01413  C18 1.086
20 N 1.36755 0.67529 1.77982  H1 1.023, H8 1.019, C23 1.465
21 C -2.84232 -0.39409 0.01230  H4 1.093, C11 1.531, H12 1.099, H24 1.088
22 H -1.92651 0.15172 -2.48295  C13 1.090
23 C 2.23826 0.18118 0.71051  N5 1.467, N15 1.504, N20 1.465
24 H -3.08817 -0.24655 1.06172  C21 1.088

Values from the calculation:
ΔE to the lowest compared entry with this formula, charge and spin, kcal per mole: 15.9
2S+1: 2
Total charge: 0


The evaluated calculated total energy for the records listed, in turn: -984.9444 -648.0298 -351.3068 -323.7549 -347.1602 -344.4522 -364.2627 a.u..